# 1
Molecular formula: C15H36Cl2FN3O6S
Method: DFT, ωB97M-V/def2-TZVPD

Last column: Löwdin charge in e.
CARTESIAN COORDINATES (ANGSTROEM)
C (2.337448, -1.207168, 5.006207)  -0.2193
F (-3.699057, 1.439880, 0.989348)  -0.1522
H (1.177329, 2.294635, 1.664692)  0.0679
H (-0.655240, -1.445296, -2.319991)  0.1194
H (-1.174350, -2.947128, -4.122574)  0.1243
H (-2.404199, -1.730575, -2.311855)  0.1244
O (-5.016589, 3.273099, 1.739810)  -0.2359
H (-0.638909, -1.388500, -4.765989)  0.1065
C (5.108890, -0.133858, 2.897171)  -0.1034
H (-3.308596, 0.194196, -1.566340)  0.0740
H (5.040726, -3.196204, 4.747476)  0.1194
H (3.346356, -2.135304, 3.514458)  0.0733
Cl (-1.756025, 5.446612, 1.424088)  0.6779
H (-2.544344, 0.933975, -5.787659)  0.0727
C (1.099067, -1.075982, 4.147918)  -0.2145
H (-3.669842, -2.221853, -6.761336)  0.1193
H (-1.777284, -1.952412, -8.274494)  0.1207
H (1.987210, -2.292594, 1.807957)  0.0812
H (4.398879, -0.753034, 2.340660)  0.0727
H (-0.139740, 3.831432, 0.031562)  0.0893
H (-2.557184, 3.726943, 3.088345)  0.1034
C (-3.044459, 0.589275, -2.551999)  -0.1392
H (-2.994638, 1.675055, -2.487910)  0.0806
C (5.449810, -1.130641, 5.045350)  -0.2293
H (4.992409, -0.213845, 5.438205)  0.1100
C (0.367850, 2.971305, 1.928761)  -0.1214
C (-1.460632, -1.897443, -4.242655)  -0.2183
S (-4.016379, 2.373920, 2.196285)  0.5709
H (-1.795484, 1.804278, -7.130268)  0.0874
H (2.030358, -1.457638, 6.026481)  0.1246
H (-0.723114, -1.417510, -6.971152)  0.1102
C (4.517109, -2.330563, 5.159925)  -0.2018
N (-2.721520, -1.836172, -4.964737)  -0.0511
H (0.796737, 3.937979, 2.197482)  0.0762
H (-3.833105, 0.316207, -3.262221)  0.0825
C (-0.572834, 3.133542, 0.745087)  -0.7542
O (1.418669, -0.573127, 2.857170)  -0.2081
H (2.822378, -0.221155, 5.039848)  0.1055
H (0.415505, -0.365145, 4.620526)  0.1211
H (5.749995, 0.373428, 2.176381)  0.0876
C (-1.583856, -1.270769, -2.871597)  -0.2180
H (1.335747, -0.933663, 0.870941)  0.0767
H (-2.325242, -3.290996, -6.395031)  0.1173
H (6.326670, -1.338649, 5.663463)  0.1209
N (3.214167, -2.256305, 4.510328)  -0.0512
C (-2.653227, -2.246456, -6.361964)  -0.2019
Cl (-0.780565, 1.585764, -0.117471)  0.6992
H (-0.842013, 0.630043, -6.201885)  0.0877
N (-2.534690, 3.081547, 2.305796)  -0.1430
O (-4.205379, 1.564283, 3.340343)  -0.2253
H (-2.632363, 3.606017, 0.267660)  0.0940
O (-2.225978, -0.129915, -7.558065)  -0.1783
C (-1.832320, 0.845360, -6.613657)  -0.1023
O (-1.771755, 0.134861, -2.961535)  -0.2228
H (0.584808, -2.038114, 4.065634)  0.1231
H (0.241014, -1.943871, 1.832197)  0.0894
H (4.356738, -2.534973, 6.223954)  0.1175
H (4.550711, 0.618928, 3.461715)  0.0868
H (-0.148902, 2.566299, 2.797368)  0.0750
O (5.943722, -0.901610, 3.740199)  -0.1779
C (-1.767308, -1.443698, -7.307326)  -0.2298
C (-1.952505, 3.691301, 1.111627)  -0.7499
C (1.237586, -1.493444, 1.800053)  -0.1149
H (-3.088262, -0.894552, -4.912760)  0.0733

Cartesian forces (eV/Å) of the 2 atoms listed first:
C 0.1 0.0 0.0
F 0.0 0.0 0.1

As for the HOMO energy: -0.3192 Ha. As for the HOMO-LUMO gap: 9.1 eV. The value obtained for the total energy is -2627.17037 a.u. Its structure (SMILES) is C[C@@H](Cl)[C@H](Cl)NS(=O)(=O)F.COCCNCCOC.COCCNCCOC. Its molar mass is 476.4 g/mol. The largest force on an atom comes out at 0.44 eV/Å.


# 2
Molecular formula: C15H36ClN4O7
Method: DFT, ωB97M-V/def2-TZVPD

Last column: Löwdin charge in e.
CARTESIAN COORDINATES (ANGSTROEM)
H (-7.684205, -2.588379, -6.198185)  0.0808
C (9.677695, 0.853061, 3.509235)  -0.1942
H (9.579965, 2.338091, 1.763465)  0.0622
C (-6.780575, 1.203651, 4.458815)  -0.0642
N (-0.746885, -5.557809, -5.766275)  -0.1868
C (9.165545, 2.443781, 5.388395)  -0.2724
N (-6.723855, 2.613201, 4.076235)  -0.2032
H (-0.581175, -7.347249, -6.921695)  0.0804
H (10.163295, 1.201061, 6.832125)  0.0724
C (0.001485, -4.457399, -5.796495)  -0.3825
H (8.369345, 2.748791, 6.067465)  0.0980
N (-8.448575, -0.628449, -6.046755)  -0.2149
H (-1.477375, -5.212649, -3.829135)  0.0869
C (10.276435, 1.938081, 2.500365)  -0.0796
O (-1.384095, 0.217031, -0.182545)  -0.4070
C (7.453825, 1.749191, 3.800165)  -0.2664
H (6.242195, 0.574491, 5.099155)  0.0707
C (-9.510255, -0.785369, -7.001115)  -0.0596
H (-0.418595, -5.838949, -7.836605)  0.0763
Cl (-0.924705, 1.482411, -0.715145)  0.6031
C (6.265725, 1.624601, 4.807925)  -0.0789
H (-6.871125, -1.323279, -7.120425)  0.0819
O (-9.304605, 1.114911, -4.824095)  -0.0085
C (-1.484005, -6.004879, -4.577755)  -0.0473
H (-5.744685, 4.432291, 4.624145)  0.0913
O (0.454495, 1.388581, -1.106655)  -0.4002
H (-10.265565, -0.001659, -6.942635)  0.0888
H (-7.422065, 0.611561, 3.806115)  0.0817
H (5.315315, 1.838591, 4.319025)  0.0694
O (-1.068395, 2.518881, 0.286855)  -0.3957
C (-8.431105, 0.261661, -4.977775)  -0.2968
C (10.371965, 2.111341, 6.270025)  -0.0907
H (10.585355, 2.939751, 6.945525)  0.0710
H (-4.868365, 2.863061, 4.900365)  0.0886
H (11.166465, 1.582811, 1.981005)  0.0566
H (9.217515, 0.046331, 2.938695)  0.0987
H (11.267685, 1.818451, 5.722295)  0.0580
C (-7.485725, 3.193951, 3.092465)  -0.3093
H (7.478725, 2.765941, 3.408095)  0.1088
H (-9.004645, -0.766699, -7.966575)  0.0864
H (-2.496015, -6.247339, -4.902035)  0.0828
H (-6.134745, 3.331971, 5.941945)  0.0836
H (-7.479515, 0.214301, -4.425995)  0.1329
H (7.265845, 1.025041, 3.007465)  0.1117
H (10.476565, 0.369111, 4.071115)  0.0905
C (-0.961385, -6.331449, -7.029815)  -0.0330
O (0.413535, -3.965289, -6.807675)  0.0216
C (-7.318835, -1.562319, -6.155795)  -0.0649
H (-8.175385, 2.486251, 2.606935)  0.1295
C (-5.827805, 3.380311, 4.897175)  -0.0619
H (0.079595, -3.984539, -4.805285)  0.1397
H (6.446395, 2.294771, 5.648365)  0.0520
O (-1.666565, 1.767051, -1.918025)  -0.4002
H (-6.512105, -1.480759, -5.427345)  0.0880
H (-10.011085, -1.740329, -6.842015)  0.0861
H (10.735915, 2.795551, 2.992035)  0.0511
H (9.393175, 3.350951, 4.828645)  0.1015
H (-5.756745, 0.873601, 4.282915)  0.0901
O (-7.468605, 4.399231, 2.834595)  -0.0095
H (-0.978295, -6.890329, -4.192645)  0.0820
H (-1.995655, -6.385739, -7.369565)  0.0800
N (8.669325, 1.379111, 4.511885)  -0.1903
H (-7.120045, 0.958021, 5.465055)  0.0832

Cartesian forces (eV/Å) of the 2 atoms listed first:
H 0.1 -0.1 0.1
C 0.1 1.6 0.2

As for the HOMO energy: -0.2018 Ha. As for the HOMO-LUMO gap: 7.5 eV. Its net charge is -1. The calculation puts the energy above the lowest of the compared OMol25 structures with the same formula, charge and spin at 2.050 eV. The value obtained for the total energy is -1798.78415 a.u. Its molar mass is 419.9 g/mol. The largest force on an atom comes out at 3.16 eV/Å.


# 3
Molecular formula: C15H36FNO6P3S
Method: DFT, ωB97M-V/def2-TZVPD

Last column: Löwdin charge in e.
CARTESIAN COORDINATES (ANGSTROEM)
O (5.983313, 1.316766, -0.029099)  -0.2056
O (1.425936, -0.477392, -0.098539)  -0.5057
H (6.355668, 1.800373, -0.783321)  0.0667
O (1.097373, 3.094260, -3.268316)  -0.2963
H (4.859241, 3.399353, -1.032679)  0.0814
H (1.902751, 2.598071, 0.110743)  -0.0162
H (-0.019923, 0.270705, 1.751041)  0.0776
H (0.138926, 1.195917, 3.223747)  0.1009
H (-1.844723, 1.132747, -1.564023)  0.0616
H (-2.267319, -3.137933, -4.406820)  0.1061
H (2.193786, -1.347157, -2.195279)  0.0268
N (3.072212, 1.575952, -2.379427)  -0.2648
H (-0.299964, -1.229558, 3.617473)  0.1033
C (4.954801, 0.039747, -2.147616)  -0.7514
H (-1.488656, -3.113496, -2.085003)  0.1006
H (-3.975441, -4.603257, -3.111572)  0.0711
C (0.166583, -0.136962, 6.204886)  -0.1132
O (4.996871, -1.208226, -2.129950)  -0.0570
H (-5.289319, -3.802880, -2.245164)  0.0639
H (-2.457975, 0.480103, -3.083543)  0.0636
F (3.155280, 1.029259, -3.693324)  -0.1028
C (-1.693345, 0.349842, -2.311243)  -0.1353
H (-1.712153, 0.841008, 6.539263)  0.0988
H (1.965102, 3.396291, -3.570787)  0.0422
C (-1.127119, -0.552920, 3.387210)  -0.2224
C (-1.768890, -1.027669, -1.660297)  -0.2648
C (-1.521006, -2.171454, -2.641037)  -0.2242
C (-1.065127, 0.602305, 5.689381)  -0.2752
S (3.731272, 1.102703, 1.717297)  0.3308
H (-0.526025, -2.050480, -3.080538)  0.1064
H (-0.763130, 1.559969, 5.258455)  0.0974
H (-3.651428, -3.736818, -1.604632)  0.0643
C (-4.237061, -3.720173, -2.524295)  -0.1175
H (-2.739209, -1.153219, -1.166208)  0.0947
O (5.762584, 0.852679, -2.613426)  -0.0333
H (0.666996, 3.613718, -0.662462)  0.0461
H (3.425365, -1.731295, -0.370867)  0.0262
H (-4.630477, -2.456930, -4.212504)  0.0994
H (-1.014137, -1.078886, -0.871346)  0.0850
C (3.670607, 0.655228, -1.425581)  -0.5701
C (-1.670982, 1.592242, 2.120812)  -0.1066
H (-0.703050, 0.505706, -2.764307)  -0.0020
O (4.217642, 3.127713, -0.363212)  -0.2049
H (-2.373299, 1.068570, 1.467170)  0.0711
H (-2.236086, 2.029999, 2.947355)  0.0610
H (-0.117845, -1.078028, 6.681438)  0.0710
H (-2.786666, 0.350642, 4.431344)  0.0966
P (1.328461, 1.843608, -2.205896)  0.9019
C (-0.579951, 0.643383, 2.612442)  -0.2579
H (-2.465695, -1.402876, -4.420380)  0.0997
P (4.403931, 1.570982, -0.004938)  0.1738
H (-2.209737, -1.133877, 5.148276)  0.1046
H (0.285401, 2.001418, -0.108594)  0.0015
C (-3.990101, -2.444634, -3.325378)  -0.2754
P (2.592770, -0.788023, -0.971242)  0.7127
H (-4.299861, -1.577138, -2.737188)  0.0963
H (0.867439, -0.360987, 5.400421)  0.0674
H (0.697371, 0.465964, 6.943575)  0.0654
C (-1.875390, -0.203452, 4.675822)  -0.2349
H (-1.234444, 2.415077, 1.552439)  0.0550
C (1.060481, 2.605436, -0.570499)  -0.2319
H (-1.802825, -1.118222, 2.737009)  0.1081
C (-2.539799, -2.283795, -3.777067)  -0.2314

Cartesian forces (eV/Å) of the 2 atoms listed first:
O -0.3 0.8 0.1
O -0.4 0.3 -0.2

As for the HOMO energy: -0.1971 Ha. As for the HOMO-LUMO gap: 8.1 eV. Its net charge is -1. The value obtained for the total energy is -2621.58501 a.u. Its molar mass is 470.4 g/mol. The largest force on an atom comes out at 1.70 eV/Å.